#w
# C2H7NO

2 unconnected molecules or ions with the total composition C2H7NO (ωB97M-V/def2-TZVPD, the OMol25 dataset).

Net charge: -1
Spin multiplicity: 2

Geometry as XYZ:
```
11
Properties=species:S:1:pos:R:3:mulliken_charge:R:1
C 0.1869 1.3064 -0.6796 -1.79
C 1.9221 0.9131 -2.2418 -0.96
N 0.7668 0.6405 -1.8304 0.05
H -0.7854 0.7780 -0.5339 0.47
H -0.0585 2.3658 -0.8954 0.63
H 0.7204 1.1719 0.2863 0.28
H 2.4496 0.6287 -3.1797 0.23
H 2.7941 1.3725 -1.7595 0.30
H -2.3716 -2.6827 4.4887 0.43
H -2.9737 -1.8368 3.4166 0.51
O -2.2442 -2.4656 3.5402 -1.13
```

=====

#x
# C2H7NO

2 unconnected molecules or ions with the total composition C2H7NO (ωB97M-V/def2-TZVPD, the OMol25 dataset).

Net charge: -1
Spin multiplicity: 2

Geometry as XYZ:
```
11
Properties=species:S:1:pos:R:3:mulliken_charge:R:1
C -0.2342 1.4946 0.3183 -0.93
C -0.5099 -0.7368 0.9447 -0.67
N -0.5389 0.1587 -0.0642 -0.67
H -0.6722 1.7734 1.2935 0.32
H -0.6327 2.2085 -0.4090 0.27
H 0.8611 1.6832 0.4328 0.22
H -0.7225 -1.7782 0.7248 0.31
H -0.2508 -0.5015 1.9759 0.24
H 0.4206 -1.6451 -1.1699 0.36
H 1.1320 -0.8992 -2.2392 0.32
O 1.1475 -1.7577 -1.8076 -0.78
```

=====

Stability, descending: #x, #w